(1)
DFT (ωB97M-V with the def2-TZVPD basis set) results for a 2-piece molecular cluster, CH4N2O3 overall.

XYZ file:
```
10
CH4N2O3 ωB97M-V with the def2-TZVPD basis set
C -0.44 1.15 0.10
N 1.47 -0.94 -0.48
N -1.33 0.05 0.44
O -1.14 -0.60 1.41
O -2.26 -0.09 -0.37
O 1.14 0.28 -0.83
H 0.14 1.35 1.00
H -0.73 1.77 -0.75
H 0.96 -1.81 -0.73
H 2.20 -1.16 0.21
```

Results
LUMO level (alpha / beta)   -0.9 / -0.7 eV
Energy relative to the best compared isomer or geometry (same formula, charge and spin)   494.2 kJ/mol
HOMO level (alpha / beta)   -9.53 / -8.98 eV
HOMO-LUMO gap (alpha / beta)   0.31750 / 0.30572 hartree

Atom charges from the natural (NBO) analysis, given in e for atoms 1 to 4: C -0.11; N -0.39; N 0.47; O -0.37



(2)
DFT (ωB97M-V with the def2-TZVPD basis set) results for one molecule with the formula C25H28N6O7S3.

XYZ file:
```
69
C25H28N6O7S3 ωB97M-V with the def2-TZVPD basis set
C -7.60 -1.04 1.74
H -7.91 -1.61 2.61
H -8.03 -1.47 0.83
H -7.91 0.00 1.84
O -6.19 -1.14 1.72
N -5.69 -0.68 0.53
C -4.42 -0.63 0.38
C -3.95 -0.17 -0.93
C -4.63 -0.33 -2.10
S -3.73 0.31 -3.42
C -2.47 0.79 -2.28
N -2.74 0.47 -1.06
N -1.40 1.48 -2.66
H -1.16 1.51 -3.64
H -0.66 1.64 -1.99
H -5.57 -0.80 -2.25
C -3.42 -1.10 1.40
O -3.63 -2.00 2.18
N -2.25 -0.41 1.35
C -1.07 -0.87 2.02
H -1.29 -1.10 3.06
C 0.11 0.04 1.68
O 0.41 1.16 1.98
N 0.70 -0.94 0.91
C 1.61 -1.03 -0.13
C 1.68 -2.16 -0.88
C 2.73 -2.37 -1.87
C 4.02 -2.09 -1.69
C 4.62 -1.53 -0.49
C 5.55 -0.52 -0.44
N 5.95 -0.19 0.82
C 5.39 -0.91 1.71
S 4.27 -2.09 1.12
H 5.58 -0.81 2.76
C 6.06 0.23 -1.61
H 5.23 0.64 -2.18
H 6.63 -0.43 -2.27
H 6.71 1.03 -1.27
H 4.71 -2.25 -2.50
H 2.42 -2.83 -2.80
C 0.70 -3.29 -0.75
H 0.56 -3.78 -1.71
H 1.04 -4.04 -0.03
S -0.96 -2.73 -0.22
C -0.27 -1.96 1.26
H 0.16 -2.75 1.89
C 2.37 0.19 -0.50
O 2.65 0.49 -1.63
O 2.70 0.92 0.58
C 3.07 2.25 0.35
O 2.05 3.14 0.74
C 0.84 3.00 0.19
O 0.60 2.20 -0.69
C -0.16 4.02 0.70
C -0.11 5.18 -0.31
H 0.88 5.61 -0.35
H -0.38 4.82 -1.30
H -0.82 5.95 -0.01
C 0.22 4.51 2.10
H 1.17 5.03 2.08
H 0.28 3.67 2.78
H -0.55 5.20 2.46
C -1.56 3.40 0.72
H -2.29 4.16 0.97
H -1.81 2.98 -0.25
H -1.60 2.61 1.46
H 3.30 2.38 -0.72
H 3.93 2.49 0.98
H -2.12 0.18 0.52
```

Results
SMILES   CO/N=C(\C(=O)N[C@@H]1C(=O)N2C(C(=O)OCOC(=O)C(C)(C)C)=C(/C=C\c3scnc3C)CS[C@H]12)c1csc(N)n1
LUMO level   -0.4 eV
Energy relative to the best compared isomer or geometry (same formula, charge and spin)   12.8 kJ/mol
HOMO level   -8.00 eV
HOMO-LUMO gap   0.28094 hartree

Atom charges from the natural (NBO) analysis, given in e for atoms 1 to 4: C -0.25; H 0.20; H 0.18; H 0.18



(3)
DFT (ωB97M-V with the def2-TZVPD basis set) results for an isolated ion of composition C7H13N and charge +1.

XYZ file:
```
21
C7H13N ωB97M-V with the def2-TZVPD basis set
C -1.40 2.29 2.52
C -0.29 1.50 1.93
C -0.22 0.19 1.77
N 1.02 -0.34 1.22
C 0.84 -1.42 0.23
C 0.00 -0.58 -3.55
C 0.54 -1.34 -2.36
C 0.61 -0.79 -1.11
H -1.96 1.72 3.24
H -2.11 2.65 1.74
H -0.96 3.09 3.21
H 0.64 2.02 1.63
H -1.00 -0.49 2.05
H 1.52 -0.75 2.02
H 1.78 -1.95 0.09
H -0.02 -2.18 0.57
H -0.86 -1.13 -4.08
H 0.74 -0.73 -4.30
H -0.18 0.47 -3.37
H 0.44 -2.44 -2.46
H 0.89 0.23 -0.99
```

Results
Net charge   +1
2S+1   2
LUMO level (alpha / beta)   -4.7 / -8.3 eV
Energy relative to the best compared isomer or geometry (same formula, charge and spin)   274.6 kJ/mol
HOMO level (alpha / beta)   -12.82 / -12.78 eV
HOMO-LUMO gap (alpha / beta)   0.29703 / 0.16475 hartree

Atom charges from the natural (NBO) analysis, given in e for atoms 1 to 4: C -0.67; C -0.13; C -0.10; N -0.64